Record 1
90
Properties=species:S:1:pos:R:3 method="wB97M-V/def2-TZVPD" homo_lumo_gap_ev="6.16 / 6.44" energy_ha=-2411.77078 molar_mass_g_mol=773.92 spin_multiplicity=2 total_charge=+3
Re -0.47813 1.42253 -0.24734
O -2.72589 4.29079 1.42239
C -1.98325 3.70739 0.70506
N -1.85137 2.26155 0.69560
C -3.10580 1.53293 0.93984
C -3.37263 0.71220 -0.30215
C -4.60621 0.16739 -0.59536
C -4.74974 -0.56368 -1.76533
C -3.65447 -0.72862 -2.60190
C -2.45123 -0.15701 -2.24471
N -2.30303 0.54691 -1.11209
C -1.23073 4.27203 -0.45688
C -1.32005 5.58417 -0.85980
C -0.73689 5.93342 -2.07532
C -0.08415 4.96002 -2.81743
C -0.00125 3.66675 -2.32564
N -0.57249 3.32592 -1.16327
H -3.90633 2.24322 1.14477
H -3.00372 0.89614 1.82117
H -5.44386 0.33136 0.06903
H -5.71066 -0.98414 -2.03089
H -3.73604 -1.27667 -3.52973
H -1.58146 -0.24285 -2.88037
H -1.87328 6.29135 -0.25553
H -0.80211 6.94978 -2.44057
H 0.36446 5.19188 -3.77345
H 0.50269 2.88424 -2.87852
O 0.16841 -0.42512 0.08010
P 0.16841 -1.99740 0.23384
N -0.28701 -2.54568 -1.23266
C 0.45553 -2.22219 -2.46414
C -0.34230 -2.91537 -3.56599
C -0.92195 -4.13722 -2.85604
C -1.29019 -3.61430 -1.47153
N 1.65550 -2.49461 0.66592
C 2.89549 -1.68789 0.62962
C 4.01977 -2.72241 0.63249
C 3.39766 -3.91358 -0.08669
C 1.99266 -3.93899 0.49328
N -0.90052 -2.49459 1.33434
C -0.63530 -3.50603 2.39750
C -1.99865 -3.68553 3.06568
C -2.71704 -2.36054 2.81921
C -2.29276 -2.01350 1.39771
H 1.47612 -2.61471 -2.41972
H 0.53312 -1.13957 -2.60227
H 0.28704 -3.18081 -4.41231
H -1.14162 -2.26908 -3.93494
H -0.16454 -4.91838 -2.77831
H -1.78326 -4.55932 -3.36893
H -1.23885 -4.38760 -0.70553
H -2.29972 -3.19395 -1.46044
H 2.94976 -1.03403 1.49803
H 2.93442 -1.08852 -0.28397
H 4.28192 -2.99242 1.65599
H 4.91517 -2.34358 0.14372
H 3.92611 -4.84751 0.09045
H 3.36619 -3.73899 -1.16455
H 1.97832 -4.43527 1.46432
H 1.27124 -4.43334 -0.16067
H 0.11462 -3.12576 3.09229
H -0.27306 -4.43918 1.96978
H -1.89098 -3.92030 4.12181
H -2.54627 -4.50364 2.59678
H -2.36421 -1.59848 3.51688
H -3.79740 -2.44053 2.91659
H -2.31548 -0.94112 1.19834
H -2.92775 -2.52017 0.66328
C 2.65438 1.58472 3.53750
C 1.42238 1.39791 2.64852
P 1.48496 2.26454 1.04473
C 3.08987 1.91247 0.23506
C 3.02148 1.80607 -1.28558
C 1.57852 4.03240 1.49830
C 2.06057 4.99347 0.41738
H 2.58558 0.92215 4.39880
H 2.73045 2.60034 3.92098
H 3.58031 1.34771 3.01254
H 0.52025 1.75521 3.15573
H 1.25445 0.34211 2.42735
H 3.48883 1.00078 0.66999
H 3.77791 2.71064 0.52077
H 2.23180 1.11697 -1.61898
H 3.95541 1.41054 -1.68330
H 2.85171 2.77605 -1.75296
H 2.28522 4.04642 2.33213
H 0.61274 4.33479 1.91390
H 3.04495 4.72066 0.03821
H 2.14920 5.99334 0.84019
H 1.37807 5.05293 -0.42206

Record 2
87
Properties=species:S:1:pos:R:3 method="wB97M-V/def2-TZVPD" homo_lumo_gap_ev=6.71 energy_ha=-1753.21496 molar_mass_g_mol=535.72 spin_multiplicity=1 smiles="Cc1cccc(Cc2cccc3c2C(=O)N(CCO)C3=O)c1.CC(C)O.CC(C)O.CC(C)O.CC(C)O"
C -2.50599 1.70871 4.00415
C -1.67651 0.96451 2.79954
C -1.21448 -0.60738 2.83053
C -0.36030 -1.19221 1.54371
C 0.08003 -0.27662 0.22164
C -0.36456 1.30023 0.19929
C -0.01686 2.40526 -0.95864
C 1.35843 2.12856 -1.80324
C 1.42277 2.36609 -3.45735
C 2.85343 2.12283 -4.27329
C 4.24847 1.63284 -3.49932
C 4.14098 1.38678 -1.87434
C 2.72486 1.65027 -1.03678
C 3.08013 1.34018 0.53033
O 2.47158 1.63178 1.68155
N 4.43800 0.61334 0.42489
C 4.33233 -0.81588 0.90893
C 4.86519 -1.02770 2.46061
O 3.97026 -0.44329 3.48430
C 5.31030 0.86784 -0.79881
O 6.62002 0.69082 -1.00433
C -1.24947 1.86663 1.49964
H -3.53955 1.16009 4.16974
H -1.90726 1.69870 5.03647
H -2.68993 2.84093 3.71784
H -1.50516 -1.24826 3.78071
H -0.04123 -2.33703 1.61940
H 0.71102 -0.71686 -0.66862
H -0.04681 3.49104 -0.48775
H -0.92409 2.37841 -1.73423
H 0.42469 2.72397 -3.97194
H 2.81097 2.34294 -5.44339
H 5.27313 1.47661 -4.08260
H 4.91900 -1.58376 0.24489
H 3.18428 -1.11823 0.84228
H 5.91605 -0.51593 2.60895
H 4.89364 -2.19783 2.69032
H 4.10661 0.56575 3.50877
H -1.59789 3.00758 1.49196
C -6.65729 -1.09122 1.10934
C -5.20613 -0.64321 1.18043
C -4.30292 -1.55960 0.37046
O -4.77889 -0.64027 2.54009
H -6.77657 -2.10007 1.52014
H -7.29382 -0.42974 1.70681
H -7.02093 -1.08898 0.07716
H -5.11899 0.38303 0.80740
H -4.33872 -2.58507 0.75506
H -3.26007 -1.23232 0.44089
H -4.59593 -1.57145 -0.68389
H -4.85280 -1.54767 2.87970
C 1.24370 -1.01749 7.43048
C 0.36266 -0.35151 6.38555
C 0.95689 0.96794 5.91912
O -0.93049 -0.11826 6.93744
H 1.34670 -0.38325 8.31811
H 0.79744 -1.95987 7.76585
H 2.24141 -1.22475 7.03142
H 0.23704 -1.02201 5.52849
H 1.04973 1.67258 6.75317
H 0.30610 1.44184 5.17650
H 1.94602 0.82026 5.47474
H -0.82874 0.47634 7.69919
C -0.18202 -5.18428 -1.56410
C 0.59059 -3.94265 -1.98008
C 1.51064 -4.23045 -3.15580
O 1.36451 -3.47667 -0.87775
H 0.49923 -5.98200 -1.24741
H -0.83078 -4.96524 -0.70921
H -0.80004 -5.55842 -2.38613
H -0.11089 -3.14522 -2.24828
H 2.25192 -4.99436 -2.89554
H 2.06933 -3.33112 -3.43627
H 0.94343 -4.57600 -4.02557
H 1.99040 -4.17838 -0.63272
C -0.83406 2.12753 -7.77742
C -1.40157 2.85459 -6.56873
C -2.69369 3.57794 -6.91345
O -0.44485 3.79767 -6.09281
H -0.59945 2.83151 -8.58373
H 0.10209 1.62177 -7.51754
H -1.54045 1.38328 -8.15787
H -1.58518 2.13802 -5.76083
H -2.52503 4.33336 -7.68913
H -3.08404 4.10683 -6.03737
H -3.45588 2.87722 -7.26800
H -0.27566 4.43812 -6.80371

Record 3
108
Properties=species:S:1:pos:R:3 method="wB97M-V/def2-TZVPD" homo_lumo_gap_ev=6.15 energy_ha=-3727.25449 molar_mass_g_mol=875.39 spin_multiplicity=1 total_charge=-1
C -0.14573 -2.08337 -0.49954
B 0.93833 -0.95576 -0.43588
O 2.26370 -1.35272 -0.60779
C 0.74337 0.59523 -0.21684
O 1.29616 1.14342 0.94132
P 1.10558 2.89311 0.79681
C 2.84250 3.27364 1.54317
C 3.91458 2.45512 0.81464
S 4.58238 3.30383 -0.65880
C 4.47536 2.08502 -1.87771
N 4.61993 2.21474 -3.17240
N 4.36899 1.01005 -3.75260
C 3.99057 0.20096 -2.81886
O 4.15550 0.79230 -1.61619
O -0.44515 2.61100 -0.03650
C -0.59470 1.31919 -0.60567
C -0.67786 1.23231 -2.15921
C -0.73364 2.62906 -2.79265
C 0.25303 2.82143 -3.96133
O 0.32928 3.42427 -2.54990
B -1.94900 0.81568 0.10196
O -2.37518 1.32737 1.29624
O -2.72735 -0.21512 -0.48287
H -0.88123 -1.90053 0.29007
H -0.68014 -2.04199 -1.45015
H 0.31234 -3.05376 -0.30329
H 2.70776 -0.58294 -0.98107
H 1.43872 1.00227 -1.00399
H 0.43711 2.79563 2.07852
H 0.80769 4.26852 0.68462
H 1.79180 2.99430 -0.47690
H 2.87715 3.07280 2.61510
H 3.02844 4.32628 1.31976
H 4.76247 2.25730 1.47452
H 3.53997 1.48603 0.49089
H 3.54316 -0.77238 -2.90505
H -1.63834 0.81890 -2.47814
H 0.18115 0.76698 -2.63965
H -1.70582 3.09522 -2.91093
H 1.27099 2.43472 -3.89936
H 0.33860 3.79376 -4.44390
H -3.29102 1.61467 1.24998
H -3.35104 0.11848 -1.12907
C 5.65257 -4.51854 0.13173
C 4.23830 -4.96998 0.39345
C 3.30765 -3.88319 0.86421
O 2.34298 -4.63610 1.62523
C 2.96494 -5.74116 2.08168
O 2.50961 -6.48743 2.89226
O 4.17944 -5.89330 1.50004
H 6.29817 -5.37649 -0.05871
H 5.68958 -3.85263 -0.73002
H 6.06122 -3.99687 0.99816
H 3.83741 -5.48022 -0.48720
H 2.83210 -3.34633 0.04897
H 3.78793 -3.16452 1.53157
C 1.07790 -1.02163 -6.93849
C 1.12399 -1.24300 -5.44860
C 2.18275 -2.21290 -4.98488
O 1.61564 -2.71580 -3.76732
C 0.26402 -2.62241 -3.88328
O -0.51469 -3.10559 -3.13014
O -0.07188 -1.89118 -4.97821
H 0.20109 -0.43336 -7.20785
H 1.97060 -0.49590 -7.27658
H 1.00276 -1.97132 -7.47152
H 1.21099 -0.28340 -4.92948
H 3.14246 -1.73630 -4.79623
H 2.32546 -3.05075 -5.67245
C -4.30950 5.34901 2.70538
C -2.97085 4.90136 3.23486
C -2.46258 5.68321 4.42304
O -1.04655 5.53947 4.29393
C -0.78020 5.35014 2.96200
O 0.29502 5.36292 2.47771
O -1.93432 5.13732 2.27733
H -4.53113 4.84539 1.77090
H -5.10569 5.13026 3.41615
H -4.30803 6.42131 2.49774
H -2.98984 3.82770 3.44725
H -2.80444 5.28365 5.37613
H -2.71027 6.74760 4.36801
C -4.59352 2.95190 -2.52248
C -5.86110 3.45164 -1.87830
C -6.21653 4.88069 -2.20772
O -6.97116 5.27454 -1.05346
C -6.53388 4.52100 -0.01196
O -6.80632 4.71623 1.12533
O -5.72816 3.51972 -0.44855
H -4.32548 1.97491 -2.12258
H -4.71514 2.86644 -3.60222
H -3.75965 3.62299 -2.31232
H -6.69147 2.77592 -2.10397
H -6.81604 4.97468 -3.11021
H -5.34156 5.52990 -2.28635
C -0.46800 -6.61575 4.30681
C -0.44639 -6.76265 5.80430
C 0.59627 -7.71834 6.32613
O 0.00869 -8.15674 7.56199
C -1.33784 -8.05414 7.42576
O -2.12650 -8.50386 8.19254
O -1.65657 -7.37553 6.29802
H -1.33448 -6.03338 3.99242
H 0.43495 -6.12068 3.95586
H -0.54490 -7.58920 3.82007
H -0.35552 -5.78081 6.27742
H 1.55846 -7.24489 6.50354
H 0.73682 -8.58868 5.68178